C5H12N | ωB97M-V with the def2-TZVPD basis set

Calculated values
2S+1 ... 1
Total energy ... -6860.072 eV
Largest force on an atom ... 0.06336 hartree/bohr
HOMO energy ... -12.92 eV
Gap between HOMO and LUMO ... 9.721 eV
Charge ... +1

Structure (XYZ):
```
18
C5H12N | the Open Molecules 2025 dataset | ωB97M-V with the def2-TZVPD basis set
C 1.534 -1.044 -0.634
C 0.738 -0.596 0.488
C -3.522 0.432 0.247
C 2.830 1.077 0.514
C -3.356 -0.671 -0.561
N 1.594 0.416 -0.185
H 2.393 -1.652 -0.469
H 1.030 -1.288 -1.492
H -0.317 -0.430 0.165
H 0.827 -0.844 1.503
H -3.958 0.369 1.243
H -3.288 1.362 -0.257
H 3.429 1.512 -0.295
H 2.480 1.986 0.938
H 3.190 0.356 1.338
H -3.626 -1.697 -0.304
H -3.072 -0.390 -1.572
H 1.094 1.103 -0.666
```

---

C5H12N | ωB97M-V with the def2-TZVPD basis set

Calculated values
2S+1 ... 1
Total energy ... -6860.873 eV
Largest force on an atom ... 0.07564 hartree/bohr
HOMO energy ... -12.91 eV
Gap between HOMO and LUMO ... 8.867 eV
Charge ... +1

Structure (XYZ):
```
18
C5H12N | the Open Molecules 2025 dataset | ωB97M-V with the def2-TZVPD basis set
C -0.456 -0.746 -1.451
C 0.873 -0.434 -0.808
C 0.526 0.118 0.583
C 0.795 -0.256 1.813
C 0.135 0.437 2.934
N -0.940 0.431 -2.425
H -1.345 -1.038 -0.711
H -0.356 -1.736 -2.042
H 1.475 0.298 -1.332
H 1.457 -1.351 -0.754
H -0.227 0.922 0.365
H 1.360 -1.081 2.021
H 0.127 1.584 2.785
H 0.521 0.315 3.981
H -0.953 0.306 2.934
H -1.524 1.140 -1.733
H -1.417 0.188 -3.267
H -0.051 0.903 -2.891
```

---

C5H12N | ωB97M-V with the def2-TZVPD basis set

Calculated values
2S+1 ... 1
Total energy ... -6862.862 eV
Largest force on an atom ... 0.01323 hartree/bohr
HOMO energy ... -13.78 eV
Gap between HOMO and LUMO ... 10.227 eV
Charge ... +1

Structure (XYZ):
```
18
C5H12N | the Open Molecules 2025 dataset | ωB97M-V with the def2-TZVPD basis set
C 1.370 -0.179 0.699
C -0.055 -0.693 0.867
C -0.981 0.096 -0.031
C -1.372 -0.394 -1.207
C -1.508 1.403 0.482
N 1.804 -0.479 -0.718
H 2.078 -0.697 1.346
H 1.420 0.904 0.804
H -0.113 -1.749 0.599
H -0.346 -0.573 1.906
H -1.072 -1.385 -1.533
H -2.025 0.153 -1.877
H -2.120 1.901 -0.268
H -0.704 2.106 0.732
H -2.074 1.270 1.400
H 1.074 -0.161 -1.372
H 1.934 -1.488 -0.867
H 2.690 -0.035 -0.962
```